57
Properties=species:S:1:pos:R:3 method="wB97M-V/def2-TZVPD" smiles="COc1ccccc1N1CCN(C(=O)c2ccc3c(Cl)c4c(nc3c2)CCCC4)CC1" gap_ha=0.320 homo_energy_ev=-8.632 total_charge=0 total_energy_ha=-1743.232822
C 4.65 -3.26 -0.29
H 3.86 -3.70 -0.89
H 4.67 -3.75 0.69
H 5.61 -3.42 -0.79
O 4.35 -1.90 -0.18
C 5.19 -1.08 0.52
C 6.35 -1.52 1.16
C 7.15 -0.63 1.84
C 6.83 0.71 1.90
C 5.68 1.16 1.26
C 4.86 0.28 0.57
N 3.70 0.83 -0.05
C 3.73 0.77 -1.50
H 4.69 1.15 -1.85
C 2.60 1.65 -2.05
N 1.33 1.20 -1.51
C 0.45 0.55 -2.32
O 0.65 0.39 -3.51
C -0.82 0.07 -1.68
C -1.72 0.95 -1.15
C -2.95 0.49 -0.64
N -3.81 1.38 -0.11
C -4.96 0.98 0.36
C -5.37 -0.38 0.37
C -4.49 -1.30 -0.15
C -3.24 -0.90 -0.68
C -2.30 -1.78 -1.25
C -1.12 -1.30 -1.74
H -0.40 -1.97 -2.20
H -2.52 -2.84 -1.29
Cl -4.90 -2.98 -0.13
C -6.69 -0.80 0.95
C -7.65 0.36 1.16
C -6.92 1.51 1.84
C -5.85 2.06 0.90
H -5.23 2.81 1.39
H -6.33 2.55 0.05
H -7.62 2.31 2.11
H -6.46 1.15 2.76
H -8.50 0.03 1.76
H -8.03 0.70 0.19
H -7.14 -1.55 0.30
H -6.49 -1.29 1.91
H -1.53 2.01 -1.11
C 1.30 1.20 -0.07
H 0.34 0.83 0.29
C 2.44 0.32 0.46
H 2.47 0.36 1.55
H 2.26 -0.72 0.15
H 1.45 2.23 0.28
H 2.55 1.58 -3.14
H 2.76 2.68 -1.75
H 3.60 -0.26 -1.88
H 5.40 2.20 1.29
H 7.46 1.41 2.43
H 8.05 -0.99 2.33
H 6.63 -2.56 1.13